(1)
# C38H84N4O5

A 4-piece molecular cluster, C38H84N4O5 overall (the ωB97M-V functional and the def2-TZVPD basis, the Open Molecules 2025 dataset).

Positions of all 131 atoms, in Å:
C -1.764 3.444 2.075
C -2.300 2.918 0.734
C -3.162 3.931 -0.021
C -3.698 3.357 -1.345
C -2.790 3.640 -2.556
C -1.879 2.469 -2.930
C -0.818 2.899 -3.956
C 0.521 2.144 -3.898
C 1.602 2.900 -3.121
C 1.391 2.961 -1.595
C 2.609 2.521 -0.764
C 3.203 1.148 -1.096
C 2.525 -0.043 -0.384
C 1.619 -0.886 -1.294
C 0.337 -1.396 -0.644
C 0.713 -2.275 0.552
O -0.419 -2.919 1.121
N -0.487 -2.671 2.512
O -1.491 -3.052 2.949
O -0.502 -0.276 -0.308
C -0.714 0.066 0.996
O -1.733 -0.125 1.569
O -0.306 -2.228 -1.568
C -1.551 -1.845 -2.148
C -2.783 -1.998 -1.245
C -3.546 -0.689 -0.969
H -2.310 3.001 2.908
H -0.712 3.194 2.219
H -1.874 4.527 2.148
H -1.464 2.629 0.088
H -2.886 2.014 0.905
H -2.553 4.815 -0.225
H -4.012 4.196 0.612
H -3.835 2.278 -1.238
H -4.680 3.795 -1.533
H -3.412 3.890 -3.420
H -2.169 4.514 -2.339
H -1.421 2.042 -2.035
H -2.500 1.691 -3.385
H -0.636 3.973 -3.859
H -1.246 2.747 -4.951
H 0.880 2.010 -4.922
H 0.372 1.141 -3.485
H 2.590 2.503 -3.358
H 1.595 3.921 -3.516
H 0.525 2.362 -1.299
H 1.160 3.987 -1.298
H 3.379 3.294 -0.835
H 2.304 2.509 0.289
H 4.251 1.162 -0.788
H 3.208 0.979 -2.174
H 2.004 0.342 0.496
H 3.338 -0.674 -0.018
H 2.156 -1.786 -1.597
H 1.356 -0.336 -2.198
H 1.364 -3.052 0.149
H 1.275 -1.737 1.318
H 0.125 0.603 1.468
H -1.506 -0.843 -2.588
H -1.658 -2.542 -2.979
H -2.486 -2.481 -0.315
H -3.470 -2.687 -1.740
H -4.457 -0.643 -1.571
H -2.940 0.177 -1.239
H -3.823 -0.606 0.079
C -0.466 -3.252 9.659
C -0.451 -3.494 8.158
N 0.838 -3.945 7.662
C 0.936 -3.920 6.213
C 0.030 -4.855 5.403
C 1.387 -5.122 8.314
C 0.555 -6.412 8.291
H 0.317 -2.549 9.946
H -1.429 -2.833 9.954
H -0.325 -4.173 10.227
H -0.677 -2.552 7.650
H -1.272 -4.183 7.904
H 1.979 -4.109 5.942
H 0.732 -2.891 5.897
H 0.370 -5.890 5.441
H 0.043 -4.552 4.358
H -1.005 -4.819 5.742
H 1.589 -4.865 9.356
H 2.368 -5.314 7.873
H -0.497 -6.219 8.507
H 0.924 -7.101 9.053
H 0.614 -6.927 7.333
C -6.203 3.612 -7.177
C -5.487 2.516 -6.403
N -6.254 1.285 -6.307
C -5.700 0.341 -5.353
C -4.319 -0.258 -5.645
C -6.708 0.724 -7.569
C -5.648 0.369 -8.620
H -7.185 3.811 -6.745
H -5.618 4.531 -7.137
H -6.334 3.356 -8.228
H -5.315 2.865 -5.381
H -4.490 2.365 -6.848
H -6.420 -0.470 -5.218
H -5.653 0.855 -4.387
H -4.357 -1.022 -6.421
H -3.936 -0.730 -4.736
H -3.594 0.500 -5.944
H -7.411 1.429 -8.016
H -7.303 -0.163 -7.338
H -4.893 1.151 -8.714
H -6.123 0.256 -9.597
H -5.139 -0.568 -8.398
C 4.841 0.553 2.858
C 5.924 -0.418 2.415
N 6.747 0.105 1.338
C 7.600 -0.900 0.726
C 8.704 -1.533 1.581
C 7.366 1.397 1.589
C 8.293 1.527 2.805
H 4.232 0.851 2.002
H 4.193 0.076 3.595
H 5.246 1.453 3.321
H 5.445 -1.327 2.038
H 6.508 -0.724 3.298
H 8.049 -0.459 -0.168
H 6.945 -1.699 0.365
H 9.545 -0.858 1.732
H 9.089 -2.422 1.078
H 8.335 -1.846 2.558
H 6.569 2.138 1.686
H 7.909 1.681 0.684
H 7.873 1.043 3.688
H 8.435 2.582 3.046
H 9.278 1.101 2.622

Computed properties:
F_max = 0.706 eV Å⁻¹
Structure (SMILES) = CCCCCCCCCCCCCC[C@@](CON=O)(OC=O)OCCC.CCN(CC)CC.CCN(CC)CC.CCN(CC)CC
Relative energy (zero: lowest compared OMol25 entry of this formula, charge and spin) = 0.0 kJ/mol

(2)
# C4H5NO2

One molecule with the formula C4H5NO2 (the ωB97M-V functional and the def2-TZVPD basis, the Open Molecules 2025 dataset).

Positions of all 12 atoms, in Å:
C 2.174 -0.354 0.430
C 0.900 -0.399 0.713
C -0.141 0.008 -0.025
C -1.597 -0.329 0.073
O -2.423 0.810 0.041
N 0.264 1.005 -0.925
O 1.446 1.277 -1.023
H 3.140 -0.058 0.814
H 1.964 -1.452 0.255
H -1.742 -0.823 1.037
H -1.887 -1.052 -0.709
H -2.098 1.366 -0.680

Computed properties:
F_max = 1.813 eV Å⁻¹
Structure (SMILES) = C=C=C(CO)N=O
Relative energy (zero: lowest compared OMol25 entry of this formula, charge and spin) = 631.1 kJ/mol

(3)
# C29H44BF4LiO13

C29H44BF4LiO13 as an isolated structure (the ωB97M-V functional and the def2-TZVPD basis, the Open Molecules 2025 dataset).

Positions of all 92 atoms, in Å:
Li -0.167 2.296 2.551
B -0.746 0.147 0.150
F -1.705 -0.786 0.334
F 0.599 -0.495 0.146
F -0.969 0.688 -1.202
F -0.628 1.233 1.042
C -1.929 1.062 4.182
O -0.580 0.900 3.821
H -2.398 0.078 4.236
H -2.175 1.578 3.456
H -1.856 1.598 5.012
H -0.430 -0.003 4.053
C -2.831 -4.321 -0.181
O -1.896 -3.688 0.607
H -3.144 -5.337 0.007
H -2.527 -4.430 -1.321
H -3.708 -3.565 -0.121
H -1.953 -2.786 0.307
C -1.632 -1.432 -3.808
O -2.952 -2.052 -4.193
H -0.975 -2.261 -4.063
H -1.453 -1.359 -2.644
H -1.523 -0.680 -4.424
H -3.509 -1.642 -3.748
C -2.068 4.588 3.070
O -1.669 3.726 2.117
H -1.652 4.116 4.034
H -3.148 4.455 3.508
H -1.807 5.636 2.989
H -1.332 4.434 1.384
C -3.712 -2.129 3.118
O -3.945 -0.931 2.396
H -2.644 -2.384 3.215
H -4.252 -3.132 2.758
H -4.147 -2.075 4.091
H -3.192 -0.618 2.065
C 5.014 2.347 2.902
C 4.068 2.983 2.122
C 2.811 2.258 1.947
C 2.607 1.040 2.616
C 3.609 0.519 3.489
C 4.785 1.173 3.656
O 5.766 0.789 4.650
O 1.802 2.624 1.150
H 5.823 3.041 3.261
H 3.954 3.888 1.629
H 1.712 0.392 2.367
H 3.479 -0.347 3.922
H 6.598 0.605 4.313
H 2.187 3.013 0.407
C 4.713 -0.238 -2.080
C 3.518 0.293 -1.592
C 2.778 1.224 -2.362
C 3.274 1.523 -3.639
C 4.410 0.902 -4.175
C 5.202 0.175 -3.359
O 6.413 -0.398 -3.841
O 1.652 1.724 -2.000
H 5.212 -1.018 -1.369
H 3.389 -0.298 -0.567
H 2.687 2.160 -4.324
H 4.803 1.048 -5.064
H 6.662 -1.217 -3.511
H 1.178 1.212 -1.421
C -6.434 3.055 -0.246
C -5.370 2.910 -1.153
C -4.150 2.266 -0.883
C -4.116 1.699 0.360
C -4.995 1.941 1.458
C -6.204 2.586 1.106
O -7.224 2.752 2.043
O -3.118 2.093 -1.826
H -7.220 3.344 -0.758
H -5.401 3.362 -2.190
H -3.106 1.119 0.674
H -4.902 1.481 2.436
H -6.961 2.461 2.915
H -2.363 1.819 -1.330
C 3.209 -5.126 -2.923
C 3.150 -4.488 -1.693
C 2.450 -3.311 -1.627
C 1.888 -2.728 -2.746
C 2.027 -3.271 -4.064
C 2.777 -4.544 -4.160
O 3.021 -5.081 -5.351
O 2.090 -2.754 -0.419
H 3.530 -6.124 -2.926
H 3.614 -5.155 -0.839
H 1.422 -1.818 -2.683
H 1.748 -2.729 -4.995
H 3.766 -5.661 -5.622
H 1.461 -1.988 -0.587

Computed properties:
F_max = 11.925 eV Å⁻¹
Relative energy (zero: lowest compared OMol25 entry of this formula, charge and spin) = 55.5 kJ/mol

(4)
# C28H32NO2

A 2-piece molecular cluster, C28H32NO2 overall (the ωB97M-V functional and the def2-TZVPD basis, the Open Molecules 2025 dataset).

Positions of all 63 atoms, in Å:
C -3.041 -1.483 1.242
O -1.642 -1.683 0.950
C -0.823 -0.944 1.661
C 0.230 -1.537 2.410
C 0.908 -0.663 3.305
C 1.808 -1.166 4.220
C 2.108 -2.534 4.232
C 3.237 -3.019 5.080
C 1.404 -3.409 3.394
C 0.501 -2.941 2.462
H -3.510 -2.436 1.014
H -3.203 -1.215 2.300
H -3.424 -0.678 0.602
H -1.217 0.027 2.049
H 0.647 0.403 3.258
H 2.307 -0.508 4.939
H 3.391 -4.090 4.952
H 4.167 -2.498 4.817
H 3.069 -2.838 6.147
H 1.605 -4.480 3.485
H -0.056 -3.609 1.798
C 2.942 4.603 1.714
O 3.460 3.259 1.590
C 2.922 2.477 0.622
C 3.350 1.120 0.568
C 2.578 0.203 -0.110
C 1.427 0.610 -0.849
C 0.539 -0.363 -1.406
C -0.663 -0.026 -2.072
N -1.076 -0.720 -3.164
C -0.155 -1.369 -4.090
C -1.034 -2.168 -5.070
C -2.496 -1.866 -4.707
C -2.455 -0.788 -3.606
C -1.521 1.066 -1.548
C -1.450 1.331 -0.170
C -2.320 2.202 0.469
C -3.196 2.961 -0.323
C -3.201 2.810 -1.717
C -2.352 1.891 -2.334
C 1.230 2.017 -1.008
C 1.926 2.941 -0.267
H 3.394 4.970 2.637
H 3.257 5.217 0.859
H 1.845 4.603 1.788
H 4.256 0.855 1.117
H 2.831 -0.863 -0.086
H 0.916 -1.383 -1.458
H 0.423 -0.614 -4.656
H 0.576 -2.001 -3.573
H -0.810 -1.850 -6.093
H -0.819 -3.239 -4.992
H -3.052 -1.491 -5.573
H -3.003 -2.763 -4.332
H -3.156 -1.014 -2.783
H -2.785 0.161 -4.061
H -0.644 0.867 0.396
H -2.280 2.287 1.559
H -3.843 3.683 0.176
H -3.868 3.430 -2.324
H -2.293 1.881 -3.424
H 0.459 2.374 -1.685
H 1.677 4.002 -0.336

Computed properties:
Net charge = +1
F_max = 2.447 eV Å⁻¹
Relative energy (zero: lowest compared OMol25 entry of this formula, charge and spin) = 196.3 kJ/mol

Repeat the second record exactly.
# C4H5NO2

One molecule with the formula C4H5NO2 (the ωB97M-V functional and the def2-TZVPD basis, the Open Molecules 2025 dataset).

Positions of all 12 atoms, in Å:
C 2.174 -0.354 0.430
C 0.900 -0.399 0.713
C -0.141 0.008 -0.025
C -1.597 -0.329 0.073
O -2.423 0.810 0.041
N 0.264 1.005 -0.925
O 1.446 1.277 -1.023
H 3.140 -0.058 0.814
H 1.964 -1.452 0.255
H -1.742 -0.823 1.037
H -1.887 -1.052 -0.709
H -2.098 1.366 -0.680

Computed properties:
F_max = 1.813 eV Å⁻¹
Structure (SMILES) = C=C=C(CO)N=O
Relative energy (zero: lowest compared OMol25 entry of this formula, charge and spin) = 631.1 kJ/mol

Q: Among the records above, which one has the highest relative energy (zero: lowest compared OMol25 entry of this formula, charge and spin)?
A: C4H5NO2